Version A
Computed, not measured: a molecular structure, C54H36F5OP2PdSSe, with ωB97M-V/def2-TZVPD.

Structure (XYZ):
```
101
Properties=species:S:1:pos:R:3:mulliken_spin:R:1
Pd -0.483 0.180 -0.800 1.03
O -1.346 1.380 2.316 0.03
S -0.502 0.367 1.627 0.09
C 0.890 0.126 2.660 0.04
C 0.643 0.353 3.946 0.01
C 1.591 0.252 4.994 0.00
C 2.805 -0.205 4.667 0.00
C 4.010 -0.580 5.446 0.00
C 5.055 -0.887 4.422 0.00
C 4.436 -0.749 3.102 0.00
C 4.920 -0.882 1.862 0.00
C 4.080 -0.464 0.770 0.00
C 2.776 -0.163 0.875 -0.04
P 1.897 0.569 -0.559 0.03
C 3.106 0.485 -1.892 0.00
C 3.257 1.641 -2.615 0.00
C 4.029 1.611 -3.790 -0.01
C 4.671 0.468 -4.151 0.01
C 4.505 -0.691 -3.398 0.00
C 3.746 -0.719 -2.284 0.03
C 1.931 2.264 -0.038 -0.03
C 2.909 2.767 0.882 0.01
C 3.059 4.102 1.170 0.00
C 2.171 5.025 0.518 0.00
C 1.263 4.587 -0.420 0.01
C 1.147 3.211 -0.651 0.03
C 2.207 -0.166 2.187 0.00
C 3.116 -0.295 3.284 0.00
C -1.380 -1.228 1.897 0.03
C -0.767 -2.282 2.564 -0.01
C -1.340 -3.510 2.761 0.00
C -2.682 -3.673 2.379 0.01
C -3.675 -4.806 2.446 0.00
C -5.082 -4.129 2.158 0.00
C -4.720 -2.818 1.546 0.00
C -5.463 -1.825 0.926 0.00
C -4.836 -0.688 0.378 0.00
C -3.470 -0.428 0.568 -0.04
P -2.702 0.931 -0.583 0.14
C -3.447 0.602 -2.232 0.01
C -2.810 -0.189 -3.125 -0.02
C -3.332 -0.365 -4.435 0.00
C -4.525 0.163 -4.790 0.00
C -5.169 0.971 -3.865 0.00
C -4.587 1.310 -2.626 0.01
C -3.185 2.527 -0.029 -0.04
C -3.066 3.559 -1.012 0.01
C -3.304 4.823 -0.601 -0.01
C -3.764 5.108 0.680 0.02
C -4.054 4.056 1.573 -0.01
C -3.684 2.760 1.199 0.02
C -2.748 -1.316 1.423 0.00
C -3.347 -2.538 1.794 -0.01
H -0.391 0.649 4.103 0.00
H 1.357 0.503 6.023 0.00
H 3.751 -1.439 6.090 0.00
H 4.364 0.258 6.100 0.00
H 5.361 -1.937 4.600 0.00
H 5.917 -0.221 4.526 0.00
H 5.931 -1.189 1.708 0.00
H 4.568 -0.451 -0.227 0.00
H 2.760 2.558 -2.397 0.00
H 4.127 2.531 -4.427 0.00
H 5.255 0.477 -5.068 0.00
H 4.847 -1.666 -3.735 0.00
H 3.584 -1.750 -1.787 0.00
H 3.566 2.024 1.352 0.00
H 3.709 4.488 1.988 0.00
H 2.293 6.058 0.790 0.00
H 0.470 5.171 -0.858 0.00
H 0.306 2.959 -1.399 0.02
H 0.276 -2.125 2.896 0.00
H -0.737 -4.242 3.209 0.00
H -3.526 -5.298 3.378 0.00
H -3.390 -5.506 1.611 0.00
H -5.577 -3.873 3.085 0.00
H -5.720 -4.765 1.542 0.00
H -6.474 -1.942 0.690 0.00
H -5.364 0.050 -0.213 0.00
H -1.935 -0.850 -2.891 0.01
H -2.896 -1.069 -5.128 0.00
H -5.079 -0.039 -5.641 0.00
H -6.119 1.563 -4.080 0.00
H -5.072 2.051 -2.079 0.00
H -2.615 3.280 -1.962 -0.01
H -3.163 5.697 -1.198 0.00
H -3.903 6.188 0.808 0.00
H -4.381 4.279 2.585 0.00
H -3.760 1.977 1.925 0.00
F 3.831 -3.441 -5.384 0.00
C 2.860 -3.244 -4.451 0.04
C 1.872 -2.291 -4.648 -0.01
F 1.852 -1.629 -5.820 0.00
C 0.934 -2.079 -3.694 0.01
F -0.057 -1.118 -3.938 0.01
C 0.998 -2.637 -2.445 0.02
Se -0.381 -2.337 -1.094 0.54
C 2.030 -3.520 -2.255 -0.01
F 2.035 -4.194 -1.051 0.00
C 2.957 -3.850 -3.227 -0.01
F 3.978 -4.662 -3.037 0.00
```

Its spin multiplicity is 3. The value obtained for the LUMO energy (spin up / spin down) is -2.4 / -4.7 eV. The HOMO energy (spin up / spin down) is -9.91 / -10.40 eV. As for the net charge: +1. The molecular weight is 1075.3 u. As for the frontier orbital gap (spin up / spin down): 7.54 / 5.66 eV.

---

Version B
Computed, not measured: a molecular structure, C54H36F5OP2PdSSe, with ωB97M-V/def2-TZVPD.

Structure (XYZ):
```
101
Properties=species:S:1:pos:R:3:mulliken_spin:R:1
Pd -0.047 -0.654 0.116 0.58
O 0.877 2.051 -1.645 0.01
S 0.142 1.891 -0.376 -0.01
C -1.234 3.041 -0.461 0.01
C -0.895 4.198 -1.086 0.00
C -1.793 5.310 -1.125 0.00
C -2.990 5.191 -0.499 0.01
C -4.114 6.161 -0.330 0.00
C -5.251 5.388 0.381 0.00
C -4.714 3.984 0.500 0.01
C -5.289 2.772 0.802 0.00
C -4.462 1.601 0.783 0.01
C -3.131 1.539 0.445 0.01
P -2.354 -0.155 0.230 0.10
C -3.447 -1.250 1.201 -0.01
C -3.412 -1.031 2.586 0.04
C -4.184 -1.793 3.444 -0.01
C -4.978 -2.819 2.955 0.00
C -4.959 -3.108 1.604 -0.01
C -4.179 -2.317 0.748 0.03
C -2.762 -0.586 -1.503 0.00
C -1.965 -1.562 -2.115 0.00
C -2.330 -2.040 -3.333 0.00
C -3.564 -1.659 -3.946 0.00
C -4.293 -0.633 -3.367 0.00
C -3.891 -0.088 -2.142 0.00
C -2.530 2.809 0.063 0.00
C -3.362 3.950 0.069 -0.02
C 1.174 2.704 0.877 0.02
C 0.727 3.738 1.682 0.01
C 1.572 4.333 2.639 0.00
C 2.878 3.949 2.716 0.01
C 4.035 4.287 3.646 -0.01
C 5.275 3.576 3.086 0.00
C 4.719 2.652 2.018 0.01
C 5.330 1.722 1.292 0.00
C 4.521 0.938 0.428 0.01
C 3.144 1.119 0.260 -0.04
P 2.251 -0.312 -0.475 0.15
C 3.375 -1.724 0.170 0.01
C 4.036 -2.629 -0.649 0.01
C 4.789 -3.650 -0.060 0.00
C 4.931 -3.708 1.318 0.00
C 4.293 -2.785 2.145 -0.01
C 3.510 -1.809 1.561 0.03
C 2.470 -0.500 -2.257 -0.02
C 3.257 0.284 -3.087 0.01
C 3.402 -0.018 -4.445 0.00
C 2.761 -1.120 -4.986 0.01
C 1.966 -1.897 -4.152 0.00
C 1.797 -1.567 -2.817 0.03
C 2.506 2.205 0.972 0.01
C 3.319 2.907 1.872 0.00
H 0.137 4.340 -1.478 0.00
H -1.458 6.250 -1.547 0.00
H -4.446 6.528 -1.287 0.00
H -3.801 7.025 0.235 0.00
H -6.155 5.362 -0.229 0.00
H -5.449 5.848 1.344 0.00
H -6.356 2.709 1.082 0.00
H -4.967 0.690 1.033 0.00
H -2.783 -0.221 2.963 0.00
H -4.241 -1.484 4.462 0.00
H -5.577 -3.424 3.601 0.00
H -5.501 -3.957 1.172 0.00
H -4.114 -2.602 -0.291 0.00
H -1.099 -1.972 -1.578 0.00
H -1.686 -2.828 -3.854 0.00
H -3.817 -2.237 -4.846 0.00
H -5.141 -0.323 -3.879 0.00
H -4.452 0.643 -1.686 0.00
H -0.300 4.097 1.614 0.00
H 1.148 5.108 3.234 0.00
H 3.758 3.939 4.654 0.00
H 4.193 5.353 3.684 0.00
H 5.814 2.900 3.806 0.00
H 6.022 4.299 2.658 0.00
H 6.381 1.520 1.289 0.00
H 4.994 0.142 -0.064 0.01
H 4.039 -2.580 -1.723 0.00
H 5.309 -4.414 -0.610 0.00
H 5.549 -4.469 1.811 0.00
H 4.458 -2.795 3.206 0.00
H 2.984 -1.027 2.126 0.00
H 3.717 1.176 -2.725 0.00
H 4.007 0.584 -5.080 0.00
H 2.958 -1.388 -6.074 0.00
H 1.555 -2.805 -4.549 0.00
H 1.196 -2.199 -2.177 -0.01
F 0.838 -8.315 -1.152 0.00
C 0.706 -7.176 -0.472 0.04
C -0.500 -6.476 -0.638 -0.02
F -1.550 -6.975 -1.261 0.00
C -0.624 -5.230 -0.067 -0.05
F -1.814 -4.612 -0.131 0.00
C 0.378 -4.657 0.717 0.04
Se 0.203 -2.935 1.539 1.02
C 1.496 -5.442 0.946 0.01
F 2.394 -4.965 1.829 0.00
C 1.745 -6.648 0.279 -0.02
F 2.922 -7.246 0.363 0.00
```

Its spin multiplicity is 3. The value obtained for the LUMO energy (spin up / spin down) is -2.2 / -4.9 eV. The HOMO energy (spin up / spin down) is -9.41 / -10.51 eV. As for the net charge: +1. The molecular weight is 1075.3 u. As for the frontier orbital gap (spin up / spin down): 7.18 / 5.63 eV.

---

version B wins, 0.0562 hartree ahead of the next structure.

---

Version A
Computed, not measured: a molecular structure, C6H18N2O, with ωB97M-V/def2-TZVPD.

Structure (XYZ):
```
27
Properties=species:S:1:pos:R:3:mulliken_charge:R:1
C 2.038 0.084 -0.992 0.99
C 3.100 -0.976 -0.802 -1.35
C 0.912 -0.571 1.326 -1.56
C 2.391 1.478 -0.518 -1.00
O 1.171 -0.071 -1.864 -0.73
H -0.424 0.477 -1.279 0.38
H 2.882 1.466 0.451 0.30
H 3.069 1.923 -1.250 0.39
H 3.839 -0.856 -1.602 0.41
H 2.658 -1.966 -0.899 0.32
H 3.610 -0.885 0.157 0.32
H 1.893 -0.352 1.735 0.43
H 0.889 -1.645 1.144 0.31
H 0.252 -0.386 2.179 0.37
H 1.492 2.088 -0.461 0.25
C -2.093 -0.514 -0.541 -0.73
C -2.986 -0.425 0.694 -0.40
N -1.001 0.455 -0.415 -0.39
N -3.568 0.915 0.770 -0.56
H -4.304 1.025 0.081 0.19
H -1.391 1.379 -0.238 0.30
H -0.026 -0.077 0.464 0.20
H -3.980 1.082 1.680 0.22
H -2.685 -0.334 -1.448 0.42
H -1.644 -1.505 -0.618 0.31
H -2.369 -0.572 1.583 0.30
H -3.728 -1.236 0.663 0.31
```

Its spin multiplicity is 1. The value obtained for the LUMO energy is 1.0 eV. The HOMO energy is -7.90 eV. The molecular weight is 134.2 u. As for the frontier orbital gap: 8.92 eV.

---

Version B
Computed, not measured: 2 unconnected molecules or ions with the total composition C6H18N2O, with ωB97M-V/def2-TZVPD.

Structure (XYZ):
```
27
Properties=species:S:1:pos:R:3:mulliken_charge:R:1
C -0.697 2.112 -0.927 -1.14
C -0.780 1.601 0.524 0.50
C 0.276 2.493 1.395 -1.50
C -0.403 0.078 0.654 -1.15
N -1.366 -0.846 -0.113 -0.36
C -0.625 -1.960 -0.770 -0.46
C 0.645 -1.625 -1.654 -0.62
N 1.835 -1.099 -0.987 -0.46
H -0.273 3.160 -1.219 0.33
H -0.212 1.321 -1.588 0.16
H -1.732 2.148 -1.338 0.32
H -1.843 1.907 1.002 0.23
H 1.322 2.400 1.093 0.34
H -0.107 3.487 1.519 0.46
H 0.177 2.048 2.356 0.41
H -0.713 -0.051 1.751 0.32
H 0.585 -0.066 0.473 0.69
H -1.875 -0.268 -0.785 0.33
H -1.466 -2.382 -1.485 0.34
H -0.138 -2.682 -0.010 0.15
H 0.776 -2.628 -2.296 0.34
H 0.397 -1.093 -2.562 0.32
H 2.596 -1.798 -0.979 0.20
H 2.065 -0.126 -1.206 0.21
O 0.443 -1.885 2.684 -0.67
H 1.111 -2.577 2.570 0.31
H 0.002 -1.669 1.899 0.41
```

Its spin multiplicity is 1. The value obtained for the LUMO energy is 0.8 eV. The SMILES is CC(C)CNCCN.O. The HOMO energy is -8.49 eV. The molecular weight is 134.2 u. As for the frontier orbital gap: 9.30 eV.

---

version A wins, 0.0244 hartree ahead of the next structure.

---

Version A
Computed, not measured: 2 unconnected molecules or ions with the total composition C2H10N4S, with ωB97M-V/def2-TZVPD.

Structure (XYZ):
```
17
Properties=species:S:1:pos:R:3:mulliken_charge:R:1
C 0.438 -0.717 -0.616 -0.07
C -1.742 0.286 -0.468 -0.78
N 0.873 1.037 0.787 -0.07
N -0.772 -0.659 -0.056 0.53
N 1.308 2.061 0.254 -0.03
N -0.995 -1.508 0.988 -0.62
S 1.532 -1.993 -0.175 -0.09
H 0.389 -0.179 -1.599 0.39
H -1.491 0.535 -1.445 0.34
H -2.714 -0.164 -0.471 0.35
H -1.430 1.108 0.184 0.36
H 1.613 0.525 1.218 0.35
H 2.182 2.503 0.164 0.27
H 0.635 2.656 -0.384 0.36
H -1.781 -1.347 1.646 0.27
H -0.449 -2.354 1.027 0.21
H 2.402 -1.789 -1.054 0.22
```

Its spin multiplicity is 1. The value obtained for the LUMO energy (spin up / spin down) is -10.9 / -10.9 eV. The HOMO energy (spin up / spin down) is -17.75 / -17.75 eV. As for the net charge: +2. The molecular weight is 122.2 u. As for the frontier orbital gap (spin up / spin down): 6.89 / 6.89 eV.

---

Version B
Computed, not measured: 3 unconnected molecules or ions with the total composition C2H10N4S, with ωB97M-V/def2-TZVPD.

Structure (XYZ):
```
17
Properties=species:S:1:pos:R:3:mulliken_charge:R:1
C -4.743 11.377 -3.737 -0.14
C 2.306 -11.067 2.266 -0.64
N -4.329 12.160 -2.772 0.21
N 4.057 -9.821 3.024 -0.50
N -3.552 11.774 -1.787 -0.50
N 3.656 -10.467 2.089 0.44
S 6.620 -9.148 2.750 0.12
H -4.733 10.283 -3.645 0.27
H -5.321 11.735 -4.616 0.27
H 2.122 -11.743 1.499 0.37
H 2.369 -11.601 3.193 0.29
H 1.523 -10.275 2.303 0.29
H -4.530 13.230 -2.838 0.35
H -3.351 12.483 -1.121 0.25
H -3.042 10.855 -1.860 0.29
H 4.069 -10.656 1.125 0.36
H 6.881 -9.117 4.127 0.27
```

Its spin multiplicity is 1. The value obtained for the LUMO energy (spin up / spin down) is -8.7 / -8.7 eV. The HOMO energy (spin up / spin down) is -15.64 / -15.54 eV. As for the net charge: +2. The molecular weight is 122.2 u. As for the frontier orbital gap (spin up / spin down): 6.96 / 6.85 eV.

---

version B wins, 0.0190 hartree ahead of the next structure.

---

Version A
Computed, not measured: a molecular structure, C3H4GaO3, with ωB97M-V/def2-TZVPD.

Structure (XYZ):
```
11
Properties=species:S:1:pos:R:3:mulliken_charge:R:1
H 3.584 0.587 1.358 -0.04
Ga 2.048 0.372 0.998 0.79
O -1.515 -0.033 -0.927 -0.27
C -1.010 -1.264 -0.853 0.65
C -0.557 0.884 -0.304 -0.57
O -1.273 -2.147 -1.636 -0.47
O -0.028 -1.332 0.036 -0.32
C 0.196 -0.013 0.652 0.10
H 0.040 1.318 -1.119 0.35
H -1.111 1.686 0.196 0.31
H -0.374 -0.057 1.597 0.47
```

Its spin multiplicity is 1. The value obtained for the LUMO energy is -6.6 eV. The HOMO energy is -14.58 eV. As for the net charge: +1. The molecular weight is 157.8 u. As for the frontier orbital gap: 8.02 eV.

---

Version B
Computed, not measured: a molecular structure, C3H4GaO3, with ωB97M-V/def2-TZVPD.

Structure (XYZ):
```
11
Properties=species:S:1:pos:R:3:mulliken_charge:R:1
H 1.912 2.058 -0.075 -0.07
O 0.141 0.864 -0.080 -0.03
C -1.342 0.653 -0.338 -0.25
C -0.643 -0.342 0.443 0.05
O -0.414 -1.576 -0.105 -0.23
C 0.854 -2.199 -0.057 0.05
O 1.779 -1.391 0.187 -0.05
Ga 1.894 0.426 -0.298 0.61
H -1.579 0.428 -1.379 0.26
H -1.951 1.403 0.167 0.25
H -0.651 -0.323 1.536 0.42
```

Its spin multiplicity is 1. The value obtained for the LUMO energy (spin up / spin down) is -6.5 / -6.5 eV. The HOMO energy (spin up / spin down) is -13.59 / -13.59 eV. As for the net charge: +1. The molecular weight is 157.8 u. As for the frontier orbital gap (spin up / spin down): 7.12 / 7.12 eV.

---

version A wins, 0.0902 hartree ahead of the next structure.